Entry 1:
The following is a DFT calculation (ωB97M-V/def2-TZVPD) of a structure of composition C9H16INOZr in a non-equilibrium geometry.

Computed properties:
Charge: +2
HOMO level (alpha / beta): -16.67 / -16.67 eV
Energy: -22490.8926 eV
HOMO-LUMO gap (alpha / beta): 3.88 / 3.86 eV
Spin multiplicity: 1
LUMO level (alpha / beta): -12.79 / -12.80 eV

Last column: Löwdin charge in e.
CARTESIAN COORDINATES (ANGSTROEM)
C (-0.19064, 2.80303, -0.18348)  -0.124
C (-1.54620, -0.72086, -3.46436)  -0.192
H (-0.63842, 3.81192, -0.21727)  0.119
H (-0.44313, 2.42344, -1.22879)  -0.045
H (0.88570, 2.97706, -0.15289)  0.092
H (-2.18951, -1.57977, -3.25443)  0.063
H (-2.24461, 0.03154, -3.90634)  0.084
H (-0.88039, -0.98319, -4.29128)  0.042
Zr (-0.72962, 0.38856, -1.73275)  1.359
C (0.39898, -1.54930, -2.04684)  -0.199
H (-0.25563, -2.32978, -1.60494)  0.085
H (1.36833, -1.60183, -1.54065)  0.038
H (0.60649, -1.86029, -3.07763)  0.040
I (1.59402, 1.37521, -3.01814)  0.667
O (-2.49919, 0.34680, -0.88559)  -0.336
C (-0.73069, 2.12560, 1.06596)  -0.177
C (-0.02271, 0.85773, 1.46837)  -0.274
C (0.43224, 0.73523, 2.77949)  0.025
C (0.97215, -0.46782, 3.20269)  0.016
C (1.03979, -1.50549, 2.27116)  0.000
C (0.57235, -1.31121, 0.97867)  -0.103
N (0.07726, -0.12865, 0.56258)  -0.004
H (-2.90279, -0.12784, -0.14040)  0.071
H (-0.62380, 2.80628, 1.92098)  0.136
H (-1.80201, 1.90628, 0.98654)  0.122
H (0.32996, 1.61006, 3.43427)  0.142
H (1.32569, -0.59016, 4.22742)  0.141
H (1.47496, -2.45307, 2.55183)  0.128
H (0.61740, -2.08714, 0.22863)  0.084

Entry 2:
The following is a DFT calculation (ωB97M-V/def2-TZVPD) of a structure of composition C9H16N in a non-equilibrium geometry.

Computed properties:
Charge: +1
HOMO level: -12.63 eV
Energy: -11071.0353 eV
HOMO-LUMO gap: 9.42 eV
Spin multiplicity: 1
LUMO level: -3.21 eV

Last column: Löwdin charge in e.
CARTESIAN COORDINATES (ANGSTROEM)
C (-0.71548, 2.75936, 1.28370)  0.026
C (-1.74776, 1.09702, -1.59711)  0.063
C (-1.43188, 1.73212, 0.89195)  -0.200
C (-1.23071, 1.02053, -0.36986)  -0.134
C (0.64793, -0.36637, 1.25023)  -0.018
C (0.54459, 0.13599, -0.13546)  -0.276
C (0.30406, -1.28886, 0.09982)  -0.434
C (1.56065, 0.69478, -1.02753)  -0.048
C (-0.92636, -2.05027, 0.15174)  -0.012
N (1.57669, -2.11090, -0.20603)  0.272
H (-0.62702, 2.97336, 2.32911)  0.065
H (-0.13715, 3.38521, 0.59827)  0.081
H (-1.55921, 0.52821, -2.51551)  0.080
H (-2.61136, 1.73452, -1.62148)  0.070
H (-2.03389, 1.21043, 1.73236)  0.142
H (1.57210, -0.57653, 1.74850)  0.119
H (-0.14475, -0.39740, 1.93579)  0.104
H (1.57215, 1.78998, -0.90764)  0.103
H (1.23407, 0.56656, -2.08806)  0.112
H (2.62930, 0.42190, -0.97925)  0.092
H (-1.05154, -2.47276, -0.87218)  0.111
H (-1.93139, -1.49730, 0.16691)  0.137
H (-0.98650, -2.77845, 0.86624)  0.064
H (2.30812, -1.35211, -0.55787)  0.195
H (1.28723, -2.81653, -0.85707)  0.161
H (1.89812, -2.34251, 0.68041)  0.126

Entry 3:
The following is a DFT calculation (ωB97M-V/def2-TZVPD) of the molecule C9H16N2 in a non-equilibrium geometry.

Computed properties:
Charge: 0
HOMO level: -8.82 eV
Energy: -12571.6357 eV
HOMO-LUMO gap: 9.79 eV
Spin multiplicity: 1
LUMO level: 0.96 eV

Last column: Löwdin charge in e.
CARTESIAN COORDINATES (ANGSTROEM)
C (-0.75084, 1.32304, -3.04039)  0.014
C (0.11709, 0.39568, -2.55631)  -0.187
C (0.81547, 0.58694, -1.27802)  -0.176
C (0.77192, -0.66819, -0.32826)  -0.250
C (1.71682, -0.57201, 0.87731)  -0.148
C (1.39494, 0.59298, 1.87473)  -0.226
C (0.08842, 0.52672, 2.56944)  -0.212
C (-1.04730, 0.92323, 1.60729)  -0.196
N (-1.53703, -0.27649, 0.79271)  0.089
C (-0.70906, -0.94141, 0.05774)  -0.394
N (-1.15687, -1.98080, -0.74754)  0.106
H (-0.93211, 2.29655, -2.51759)  0.071
H (-1.24493, 1.17868, -4.01107)  0.049
H (0.31429, -0.51633, -3.07664)  0.093
H (0.45970, 1.43135, -0.73027)  0.085
H (1.87598, 0.71206, -1.46693)  0.118
H (1.06700, -1.52107, -0.88646)  0.107
H (1.76991, -1.55443, 1.32832)  0.104
H (2.75832, -0.42466, 0.43821)  0.127
H (1.48245, 1.54162, 1.27490)  0.118
H (2.18592, 0.72890, 2.63380)  0.108
H (-0.09059, -0.45370, 2.97784)  0.108
H (0.18953, 1.30303, 3.38422)  0.125
H (-0.73863, 1.76521, 1.00142)  0.086
H (-1.94036, 1.35895, 2.03709)  0.090
H (-0.55170, -2.76625, -0.86836)  0.076
H (-2.13225, -2.28075, -0.53581)  0.113

Entry 4:
The following is a DFT calculation (ωB97M-V/def2-TZVPD) of the molecule C9H16N2 in a non-equilibrium geometry.

Computed properties:
Charge: 0
HOMO level: -8.63 eV
Energy: -12568.4048 eV
HOMO-LUMO gap: 9.44 eV
Spin multiplicity: 1
LUMO level: 0.81 eV

Last column: Löwdin charge in e.
CARTESIAN COORDINATES (ANGSTROEM)
H (-0.96760, 1.86079, -3.30978)  0.045
N (-0.69888, 1.27822, -2.56882)  0.131
C (-1.31226, 0.82676, -1.56839)  -0.195
C (-0.72183, -0.21633, -0.60175)  -0.475
C (-1.77842, -0.51373, 0.41776)  -0.085
C (-0.45438, -1.26340, -1.76889)  -0.041
C (0.54983, 0.14826, 0.18612)  -0.404
C (1.71992, 0.29994, -0.80214)  -0.056
C (0.50008, 1.37924, 1.16766)  -0.037
C (1.13594, -0.96371, 1.26734)  -0.026
C (1.14904, -0.77718, 2.55640)  -0.232
N (1.40460, -0.31727, 3.64307)  0.164
H (-2.34446, 1.08762, -1.09180)  0.131
H (-1.30864, -0.82877, 1.46481)  0.107
H (-2.59526, -1.28158, 0.15979)  0.103
H (-2.43314, 0.41084, 0.70709)  0.099
H (-1.38649, -1.69073, -2.09703)  0.079
H (0.03152, -2.13818, -1.30234)  0.087
H (0.14659, -0.88916, -2.53210)  0.044
H (1.42521, 1.04218, -1.46723)  0.046
H (1.98170, -0.69373, -1.30171)  0.110
H (2.67237, 0.55051, -0.44576)  0.065
H (0.04067, 2.18484, 0.64728)  0.071
H (1.42409, 1.60322, 1.51337)  0.047
H (-0.22433, 1.12862, 2.01432)  0.099
H (1.29016, -1.79977, 0.72059)  0.062
H (0.75398, -0.42749, 4.39214)  0.064

Relative energy (zero: lowest compared OMol25 entry of this formula, charge and spin) values (in kcal per mole) by entry order: 7.0, 123.3, 27.4, 101.9.